[1]
DFT (ωB97M-V with the def2-TZVPD basis set) results for a molecular structure, C4H4GaO.

Results
Electronic energy (eV): -58609.1810
Spin multiplicity: 2
Expectation value of S²: 0.765
Net charge: +2

Each line ends with the Mulliken spin population.
CARTESIAN COORDINATES (ANGSTROEM)
1 H 1.27037 -0.50113 -0.28684  -0.02
2 C 1.29115 0.95802 -1.00069  0.50
3 C -0.05789 0.83540 -0.58600  0.03
4 C -0.18313 -0.45607 0.00067  0.27
5 C -0.75613 -1.00043 1.01287  0.08
6 O -1.33957 -1.44301 1.94666  0.08
7 Ga -2.76931 -2.19984 2.51867  0.00
8 H 1.97822 1.40792 -0.27964  0.00
9 H 1.41596 1.28079 -2.03993  0.04
10 H -0.84968 1.11835 -1.28577  0.02


[2]
DFT (ωB97M-V with the def2-TZVPD basis set) results for 2 unconnected molecules or ions with the total composition C6H14O.

Results
Energy above the lowest of the compared OMol25 structures with the same formula, charge and spin (eV): 1.111
Net charge: 0

Each line ends with the natural charge from an NBO analysis.
CARTESIAN COORDINATES (ANGSTROEM)
1 C -0.49446 0.65000 -2.53853  -0.64
2 C 0.77720 0.38666 -1.78109  -0.18
3 C 1.10516 0.83573 -0.58543  -0.20
4 C 2.29021 0.34889 0.19773  -0.42
5 C 1.89039 -0.23851 1.56447  -0.39
6 C 0.92836 -1.39091 1.43757  -0.62
7 H -0.34732 0.95438 -3.57612  0.21
8 H -1.08302 1.45267 -2.08502  0.21
9 H -1.07785 -0.26630 -2.54809  0.22
10 H 1.41077 -0.29857 -2.33938  0.19
11 H 0.64943 1.68267 -0.08766  0.19
12 H 2.91106 -0.38680 -0.30983  0.20
13 H 2.96313 1.18746 0.39931  0.20
14 H 2.79595 -0.61223 2.05298  0.20
15 H 1.50120 0.52803 2.20734  0.19
16 H 0.06288 -1.22980 0.80147  0.21
17 H 0.55094 -1.77069 2.38680  0.21
18 H 1.36203 -2.24298 0.92179  0.20
19 O -6.22562 0.09753 0.95317  -0.94
20 H -6.59578 -0.18282 1.79292  0.47
21 H -5.37467 0.49560 1.13558  0.47


[3]
DFT (ωB97M-V with the def2-TZVPD basis set) results for a single C23H25N3O6 molecule.

Results
Energy above the lowest of the compared OMol25 structures with the same formula, charge and spin (eV): 0.388
Net charge: 0

Each line ends with the natural charge from an NBO analysis.
CARTESIAN COORDINATES (ANGSTROEM)
1 C -2.34610 2.66860 -4.05862  -0.63
2 C -1.06279 3.42935 -4.36165  -0.07
3 O -0.37837 3.79571 -3.16412  -0.52
4 C 0.39502 2.84747 -2.60360  0.79
5 O 0.54864 1.75237 -3.10360  -0.64
6 C 1.03715 3.25440 -1.35693  -0.25
7 C 0.99881 4.48395 -0.79250  0.31
8 C 0.25391 5.66317 -1.32408  -0.65
9 N 1.70404 4.70687 0.36334  -0.63
10 C 2.69760 3.86539 0.85798  0.78
11 O 3.41838 4.22333 1.76203  -0.63
12 N 2.80561 2.68728 0.20962  -0.61
13 C 1.77997 2.13448 -0.64895  -0.06
14 C 0.77434 1.28643 0.11136  -0.03
15 C 0.36012 1.61934 1.39056  -0.22
16 C -0.59623 0.84772 2.02264  -0.23
17 C -1.16519 -0.25790 1.40411  0.22
18 O -2.07472 -0.94082 2.17738  -0.51
19 C -2.97163 -1.86419 1.60038  -0.15
20 C -2.35828 -3.22782 1.24941  0.68
21 O -2.92848 -4.00443 0.51812  -0.62
22 N -1.18239 -3.43970 1.88870  -0.63
23 C -0.28564 -4.50242 1.76563  0.24
24 C -0.54975 -5.62160 0.98231  -0.28
25 C 0.38475 -6.63811 0.90387  -0.19
26 C 1.58027 -6.55657 1.59761  -0.24
27 C 1.84378 -5.44212 2.37686  -0.19
28 C 0.91914 -4.41928 2.46125  -0.27
29 C -0.74461 -0.60469 0.10722  0.31
30 O -1.30768 -1.70366 -0.47658  -0.53
31 C -0.83422 -2.13965 -1.72844  -0.25
32 C 0.22304 0.17492 -0.51085  -0.30
33 H -2.99460 3.26190 -3.41834  0.21
34 H -2.86696 2.44638 -4.98545  0.22
35 H -2.11052 1.73546 -3.55320  0.22
36 H -1.27516 4.37417 -4.86661  0.19
37 H -0.39812 2.81638 -4.97914  0.20
38 H 0.57503 5.88744 -2.33849  0.25
39 H 0.41791 6.53682 -0.69723  0.21
40 H -0.81117 5.44776 -1.36475  0.25
41 H 1.68243 5.62454 0.78527  0.42
42 H 3.47547 2.04020 0.59684  0.42
43 H 2.26445 1.50827 -1.40765  0.23
44 H 0.77862 2.47100 1.90381  0.22
45 H -0.92771 1.08711 3.02065  0.23
46 H -3.73802 -2.02897 2.36606  0.21
47 H -3.45785 -1.46377 0.70660  0.21
48 H -0.87079 -2.68148 2.48507  0.41
49 H -1.48066 -5.68455 0.44448  0.25
50 H 0.17331 -7.50420 0.29444  0.21
51 H 2.30323 -7.35570 1.53296  0.21
52 H 2.77349 -5.36808 2.92168  0.21
53 H 1.12617 -3.54803 3.06799  0.21
54 H 0.22847 -2.39664 -1.68544  0.18
55 H -0.99895 -1.38857 -2.50633  0.18
56 H -1.41642 -3.03280 -1.95005  0.21
57 H 0.54852 -0.06459 -1.50930  0.24


[4]
DFT (ωB97M-V with the def2-TZVPD basis set) results for 2 unconnected molecules or ions with the total composition C15H12N5O7.

Results
Electronic energy (eV): -37525.1971
Net charge: -1

Each line ends with the natural charge from an NBO analysis.
CARTESIAN COORDINATES (ANGSTROEM)
1 O -3.74081 4.44961 0.51274  -0.35
2 N -3.59334 3.59247 -0.37562  0.51
3 O -4.51340 3.25767 -1.15637  -0.41
4 C -2.32359 2.91001 -0.57202  0.00
5 C -2.20588 1.94018 -1.56233  -0.12
6 C -0.99487 1.22211 -1.70699  -0.01
7 N -0.87360 0.21262 -2.72602  0.50
8 O -1.84008 -0.03932 -3.47501  -0.40
9 O 0.22262 -0.38355 -2.82420  -0.37
10 C 0.10402 1.43133 -0.85431  -0.10
11 C 0.02887 2.45381 0.10823  0.09
12 N 0.92360 2.81327 1.08259  -0.02
13 O 0.15201 3.69378 1.89293  -0.12
14 N -1.12296 3.91690 1.41844  -0.03
15 C -1.18051 3.17936 0.28174  0.06
16 H -3.04245 1.71742 -2.21930  0.28
17 H 0.99621 0.80687 -0.88898  0.29
18 C 2.15755 -3.93738 -2.95137  -0.62
19 C 2.56902 -2.99646 -1.84477  -0.07
20 O 1.39085 -2.83138 -1.03640  -0.53
21 C 1.56203 -2.01520 0.03903  0.73
22 C 0.28698 -1.66778 0.64155  -0.50
23 C 0.17295 -1.03784 1.88253  0.01
24 C 1.31707 -0.68161 2.67547  -0.31
25 C 1.14768 0.17307 3.76187  0.03
26 N -0.04615 0.59928 4.17238  -0.52
27 C -1.14119 0.19614 3.52473  0.02
28 C -1.10339 -0.63420 2.40675  -0.32
29 O 2.68402 -1.63502 0.38375  -0.70
30 H 2.95578 -4.02830 -3.69341  0.20
31 H 1.94153 -4.93253 -2.55089  0.20
32 H 1.26185 -3.54222 -3.43963  0.22
33 H 3.38961 -3.41207 -1.24710  0.18
34 H 2.86744 -2.02616 -2.26778  0.18
35 H -0.61546 -1.91262 0.08873  0.20
36 H 2.31152 -0.97423 2.36899  0.25
37 H 2.02144 0.52958 4.31241  0.17
38 H -2.10088 0.55373 3.91357  0.17
39 H -2.02610 -0.96134 1.92409  0.20


[5]
DFT (ωB97M-V with the def2-TZVPD basis set) results for a molecular structure, C20H20N8O2Pm.

Results
Spin multiplicity: 5
Energy above the lowest of the compared OMol25 structures with the same formula, charge and spin (eV): 0.705
Expectation value of S²: 6.007
Net charge: +3

Each line ends with the Mulliken spin population.
CARTESIAN COORDINATES (ANGSTROEM)
1 Pm -0.55385 -0.66252 0.37618  4.05
2 N -1.91598 0.04374 3.07328  0.00
3 C -2.72732 -1.06572 2.75163  0.00
4 N -3.82465 -1.32308 3.38460  0.00
5 C -4.54088 -2.39938 2.96091  0.00
6 N -5.63363 -2.71363 3.60194  0.00
7 N -4.14126 -3.14491 1.89948  0.00
8 C -3.03582 -2.81101 1.30538  0.00
9 N -2.24937 -1.76613 1.69416  -0.01
10 C -2.55750 -3.55682 0.11972  0.00
11 C -3.09552 -4.79415 -0.21131  0.00
12 C -2.60175 -5.47702 -1.31711  0.00
13 C -1.59401 -4.87771 -2.05735  0.00
14 C -1.12097 -3.63040 -1.67743  0.00
15 N -1.56956 -2.96208 -0.60396  0.00
16 H -2.47204 0.71715 3.60938  0.00
17 H -1.14809 -0.24212 3.69064  0.00
18 H -5.94317 -2.15768 4.38994  0.00
19 H -6.17844 -3.51981 3.32552  0.00
20 H -3.88783 -5.20690 0.39521  0.00
21 H -2.99416 -6.44359 -1.59312  0.00
22 H -1.17480 -5.36840 -2.91998  0.00
23 H -0.34955 -3.14257 -2.26710  0.00
24 O 4.76172 2.47278 -3.58737  0.00
25 C 4.44008 1.13934 -3.84554  0.00
26 C 3.34009 0.70148 -2.94224  0.00
27 C 2.80200 -0.58927 -2.99176  0.00
28 C 1.82257 -0.93343 -2.08658  0.00
29 N 1.34670 -0.10041 -1.12885  -0.01
30 C 1.85998 1.16521 -1.07916  0.00
31 C 2.82729 1.58021 -1.98425  0.00
32 C 1.35193 2.08376 -0.02298  -0.01
33 C 1.94448 3.32213 0.19215  0.00
34 C 1.46330 4.18589 1.17803  0.00
35 C 2.13620 5.49458 1.41462  0.00
36 O 3.05148 5.74969 0.38915  0.00
37 C 0.34028 3.77719 1.90285  0.00
38 C -0.21609 2.54540 1.63433  -0.01
39 N 0.27443 1.68029 0.71372  0.00
40 H 5.46507 2.77055 -4.17580  0.00
41 H 5.30424 0.47200 -3.67394  0.00
42 H 4.12903 0.98886 -4.89299  0.00
43 H 3.14736 -1.30667 -3.72140  0.00
44 H 1.40704 -1.94126 -2.09124  0.00
45 H 3.21536 2.58726 -1.98733  0.00
46 H 2.78128 3.67801 -0.38790  0.00
47 H 2.63727 5.43995 2.40012  0.00
48 H 1.38034 6.29215 1.50390  0.00
49 H 3.50690 6.58688 0.54297  0.00
50 H -0.08916 4.43270 2.64471  0.00
51 H -1.12105 2.22946 2.15215  0.00


[6]
DFT (ωB97M-V with the def2-TZVPD basis set) results for a gas-phase ion, C4H10NO (charge -1).

Results
Energy above the lowest of the compared OMol25 structures with the same formula, charge and spin (eV): 0.432
Net charge: -1

Each line ends with the natural charge from an NBO analysis.
CARTESIAN COORDINATES (ANGSTROEM)
1 N 1.01995 1.20530 -1.67100  -0.85
2 C 1.35739 0.25299 -0.59881  -0.22
3 C 0.28607 -0.79802 -0.34836  -0.42
4 C -1.05394 -0.26431 0.13311  -0.45
5 C -0.99467 -0.10434 1.67751  -0.01
6 O -0.87030 -1.29236 2.29607  -0.97
7 H 0.46730 1.96764 -1.30883  0.35
8 H 0.48515 0.69909 -2.35854  0.34
9 H 2.26957 -0.21189 -0.86936  0.16
10 H 1.51155 0.74636 0.34012  0.19
11 H 0.59494 -1.50017 0.42949  0.25
12 H 0.15209 -1.35539 -1.29269  0.16
13 H -1.77207 -1.07729 0.00985  0.20
14 H -1.44822 0.63706 -0.35931  0.16
15 H -1.86467 0.48810 2.02546  0.07
16 H -0.14014 0.60722 1.89530  0.05